1.
DFT (ωB97M-V/def2-TZVPD) results for C42H42GeIN7O6PZr as an isolated structure.

Last column: Löwdin charge in e.
Element x y z (Å)
1 I -5.8172 5.7045 6.1279  0.916
2 Zr 0.2717 0.8130 1.7617  1.951
3 Ge 0.5532 -0.6045 -4.1855  1.022
4 P 0.4352 -2.6109 3.6812  1.184
5 O 2.1187 1.6650 1.9388  -0.236
6 O 1.1307 0.2336 -0.7637  -0.032
7 O 2.5770 3.6352 2.9179  0.114
8 O -0.4191 2.1498 3.3079  -0.138
9 O -0.7275 -0.3112 0.2465  -0.177
10 O -1.8149 1.9604 1.6680  -0.095
11 N 2.5999 -3.1271 1.9918  -0.118
12 N 1.0340 0.0698 4.0404  -0.017
13 N -1.4702 -0.7267 2.8232  0.003
14 N 1.7195 -1.1434 1.6495  -0.022
15 N -2.1892 -2.8093 2.7488  -0.116
16 N 0.4354 2.7108 0.3310  -0.016
17 N 1.2306 -1.0727 5.9086  -0.117
18 C 2.8236 -4.4730 2.5050  -0.016
19 C -4.7289 4.1992 3.7527  -0.136
20 C 0.9798 -1.8068 -2.6878  -0.244
21 C 4.5685 0.2313 -6.5597  -0.085
22 C -1.4866 1.1096 -3.0135  -0.107
23 C -3.7942 3.4798 3.0300  -0.006
24 C -1.1924 -2.7457 -5.1920  -0.107
25 C -2.1744 -3.2898 -6.0104  -0.086
26 C 1.2624 -2.1787 6.8546  -0.016
27 C 2.1905 -0.2704 -5.1749  -0.274
28 C -2.7963 -2.4988 -6.9640  -0.085
29 C 0.1557 -0.5246 -0.6737  -0.652
30 C 2.1673 2.9979 1.9897  -0.598
31 C -3.1799 4.3406 5.6050  -0.133
32 C 0.5226 2.2806 -3.5742  -0.098
33 C 2.2811 -0.5103 -6.5438  -0.097
34 C 2.8662 -1.2400 0.9153  -0.092
35 C -4.4176 4.6256 5.0394  -0.734
36 C -1.3177 3.4660 -2.5723  -0.103
37 C -1.5720 2.4129 2.8185  -0.562
38 C 3.3151 0.2225 -4.5104  -0.125
39 C -2.7761 -0.7300 2.4117  -0.098
40 C 1.5740 -2.2959 2.2946  -0.435
41 C 3.4611 -0.2625 -7.2330  -0.080
42 C -2.4377 -1.1636 -7.0943  -0.079
43 C -1.4611 -0.6253 -6.2697  -0.112
44 C 3.4138 -2.4733 1.1071  -0.019
45 C -0.8192 -1.4087 -5.3091  -0.282
46 C -0.1948 1.0855 -3.5371  -0.265
47 C 1.5833 0.2207 6.1852  -0.023
48 C -0.0332 3.4634 -3.1042  -0.094
49 C 0.0106 -1.7574 -1.5194  -0.161
50 C 0.9040 -1.1217 4.5953  -0.455
51 C -2.0431 2.2841 -2.5218  -0.078
52 C -2.2471 3.6218 4.8783  0.002
53 C 1.5738 3.5754 0.7081  -0.095
54 C 4.4951 0.4744 -5.1944  -0.086
55 C -2.5542 3.1900 3.5923  -0.134
56 C 1.4541 0.9200 5.0199  -0.083
57 C -1.1380 -1.9980 3.0078  -0.458
58 C -2.2375 -4.2589 2.8810  -0.018
59 C -3.2323 -2.0120 2.3634  -0.025
60 H 3.5157 -0.4555 -8.2967  0.105
61 H -2.9485 4.6809 6.6046  0.098
62 H 1.6544 1.9589 4.8168  0.110
63 H 1.3622 -1.7663 7.8544  0.096
64 H -0.4422 3.2190 0.3260  0.097
65 H -3.1749 -4.6062 2.4566  0.096
66 H 1.5203 2.3024 -3.9990  0.096
67 H 1.2676 4.6082 0.8531  0.131
68 H 0.1510 -2.5965 -0.8257  0.123
69 H 3.2750 0.4181 -3.4424  0.098
70 H 2.9240 -4.4580 3.5879  0.085
71 H 2.1082 -2.8337 6.6534  0.094
72 H -2.9211 -0.5423 -7.8372  0.105
73 H -1.0351 -1.8227 -1.8347  0.120
74 H 0.3362 -2.7460 6.8022  0.086
75 H -1.2027 0.4233 -6.3776  0.107
76 H -0.7128 -3.3860 -4.4595  0.089
77 H -2.0874 0.2051 -3.0036  0.107
78 H -3.0490 2.2804 -2.1212  0.106
79 H 1.9020 0.5201 7.1683  0.128
80 H -3.2870 0.1789 2.1497  0.109
81 H 5.3579 0.8597 -4.6660  0.103
82 H -1.7577 4.3905 -2.2182  0.105
83 H -5.6933 4.4308 3.3227  0.097
84 H 2.3393 3.5425 -0.0667  0.135
85 H 1.4251 -0.8981 -7.0852  0.096
86 H -2.1882 -4.5511 3.9282  0.094
87 H -3.5594 -2.9199 -7.6058  0.104
88 H -4.0186 3.1400 2.0275  0.122
89 H -2.4511 -4.3313 -5.9070  0.103
90 H 1.9862 -1.5617 -2.3456  0.064
91 H 0.5288 4.3873 -3.1683  0.106
92 H 3.2022 -0.4294 0.2948  0.117
93 H 1.0248 -2.8181 -3.0987  0.069
94 H 0.5608 2.3153 -0.5994  0.073
95 H -1.4167 -4.7148 2.3316  0.085
96 H 2.0025 -5.1275 2.2210  0.092
97 H -1.2765 3.3941 5.2976  0.123
98 H 5.4875 0.4266 -7.0971  0.104
99 H 3.7448 -4.8502 2.0709  0.096
100 H -4.1890 -2.4242 2.0938  0.129
101 H 4.2988 -2.9346 0.7051  0.129

2S+1 ... 1
Total charge ... +1
Energy relative to the best compared isomer or geometry (same formula, charge and spin) ... 0.278 eV
Molar mass ... 1062.6 Da
Calculated total energy ... -142140.9599 eV
Frontier orbital gap ... 0.3150 Eh

***

2.
DFT (ωB97M-V/def2-TZVPD) results for C2H8InO2 as an isolated structure at a distorted geometry.

Last column: Löwdin charge in e.
Element x y z (Å)
1 In 11.4032 -15.4840 -0.3050  2.023
2 O 12.1540 -14.6215 -2.1276  -0.203
3 O 13.1043 -16.3578 -1.2965  -0.134
4 C 11.8884 -14.5775 -3.5177  0.050
5 C 14.3060 -15.8494 -1.8079  0.044
6 H 12.7765 -14.8649 -4.0805  0.164
7 H 12.8923 -14.0167 -2.0240  0.135
8 H 13.2810 -17.2808 -1.1002  0.171
9 H 14.6900 -16.5998 -2.4989  0.178
10 H 14.1310 -14.9233 -2.3554  0.113
11 H 11.1456 -15.3338 -3.7713  0.143
12 H 14.9389 -15.8167 -0.9211  0.160
13 H 11.5350 -13.6101 -3.8745  0.156

2S+1 ... 1
Total charge ... +3
Energy relative to the best compared isomer or geometry (same formula, charge and spin) ... 2.722 eV
Molar mass ... 178.9 Da
Calculated total energy ... -11429.3045 eV
Frontier orbital gap ... 0.1876 Eh

***

3.
DFT (ωB97M-V/def2-TZVPD) results for one molecule with the formula C2H3N2OP at a distorted geometry.

Last column: Löwdin charge in e.
Element x y z (Å)
1 P -0.5630 1.4605 0.0183  0.898
2 O -0.9411 0.3584 -2.4174  -0.017
3 N 0.7613 -0.8119 0.8625  -0.154
4 N 0.4113 0.4367 1.1637  -0.339
5 C -0.5282 0.2623 -1.2941  -0.486
6 C 0.6502 -1.3224 -0.2649  0.005
7 H 0.8998 -2.2879 -0.5547  0.034
8 H -1.8166 1.0487 0.7245  -0.023
9 H 1.1263 0.8556 1.7621  0.082

2S+1 ... 1
Energy relative to the best compared isomer or geometry (same formula, charge and spin) ... 3.597 eV
Molar mass ... 102.0 Da
Calculated total energy ... -16434.8495 eV
Frontier orbital gap ... 0.3059 Eh